80
Properties=species:S:1:pos:R:3:lowdin_charge:R:1 method="wB97M-V/def2-TZVPD" smiles="NC(N)=O.NC(N)=O.NC(N)=O.NC(N)=O.CO.CO.CO.CO.CO.CO.CO.CO" gap_ev=8.39 lumo_energy_ev=0.2081
O -11.685 -12.651 -18.571 -0.1477
O -15.893 -8.585 -17.795 -0.0622
O -11.396 -9.108 -19.567 -0.0827
O -16.399 -8.762 -14.741 -0.1113
O -8.234 -6.652 -17.243 -0.1296
O -14.593 -13.397 -14.601 -0.1654
O -12.679 -5.587 -19.171 -0.0897
O -9.759 -7.260 -12.748 -0.1232
O -12.695 -6.949 -15.582 -0.1445
O -11.921 -10.959 -14.578 -0.1244
O -14.311 -5.141 -16.768 -0.1243
O -12.695 -6.139 -11.379 -0.1333
N -16.432 -12.048 -15.479 0.1424
N -9.680 -10.860 -19.325 0.1490
N -14.460 -11.074 -15.041 0.1513
N -10.127 -9.469 -14.583 0.1665
N -14.273 -5.369 -20.842 0.1230
N -11.814 -8.944 -13.221 0.1909
N -9.080 -8.865 -19.614 0.1391
N -12.800 -7.058 -20.890 0.1667
C -13.188 -5.337 -12.380 -0.1729
C -12.613 -7.970 -16.630 -0.0812
C -13.143 -5.960 -20.362 -0.6646
C -15.196 -12.186 -14.960 -0.5527
C -10.142 -9.580 -19.497 -0.5918
C -11.336 -9.761 -14.139 -0.5337
C -12.326 -11.943 -17.574 -0.1853
C -9.981 -6.291 -13.677 -0.1751
C -14.933 -9.372 -18.418 -0.1647
C -9.609 -6.981 -17.145 -0.1832
C -15.050 -4.506 -15.816 -0.2257
C -15.420 -7.992 -13.990 -0.1289
H -10.246 -6.856 -18.033 0.0614
H -12.409 -4.716 -12.878 0.0905
H -9.207 -5.942 -14.359 0.0919
H -11.986 -10.908 -17.537 0.0625
H -8.775 -11.196 -19.071 0.1023
H -11.748 -8.562 -16.497 0.0371
H -13.441 -8.592 -16.391 0.0666
H -17.080 -12.890 -15.565 0.1447
H -9.230 -7.849 -19.914 0.1624
H -15.476 -5.080 -14.977 0.0600
H -15.299 -9.700 -19.349 0.0674
H -14.538 -3.595 -15.365 0.0882
H -8.187 -5.767 -17.609 0.0755
H -13.398 -11.925 -17.686 0.0597
H -10.742 -6.678 -14.340 0.0473
H -9.189 -6.927 -12.030 0.1367
H -12.657 -7.487 -14.808 0.0124
H -11.150 -8.255 -12.831 0.0807
H -9.682 -10.043 -15.366 0.1604
H -13.122 -7.280 -21.857 0.1416
H -15.068 -7.065 -14.459 0.0445
H -13.646 -5.984 -13.066 0.0329
H -13.496 -11.043 -14.629 0.0409
H -14.793 -10.195 -15.342 0.0429
H -14.567 -4.507 -20.396 0.1019
H -15.994 -7.784 -18.203 0.0348
H -13.685 -5.802 -16.389 0.0373
H -12.109 -7.638 -20.435 0.0561
H -10.417 -5.430 -13.214 0.0736
H -12.264 -12.329 -16.501 0.0927
H -13.998 -8.901 -18.671 0.0595
H -16.939 -9.190 -14.101 0.0592
H -11.968 -13.620 -18.599 0.1452
H -12.427 -7.640 -17.646 0.0656
H -13.404 -6.489 -10.807 0.0994
H -12.639 -9.173 -12.721 0.1088
H -14.740 -5.659 -21.765 0.1339
H -15.887 -4.086 -16.385 0.0754
H -14.541 -8.606 -13.789 0.0404
H -10.097 -6.362 -16.304 0.0834
H -10.529 -11.470 -19.172 0.0781
H -16.800 -11.313 -15.966 0.0485
H -13.869 -4.661 -11.801 0.1055
H -9.516 -8.707 -14.285 0.0976
H -15.800 -7.743 -12.949 0.1038
H -8.217 -9.341 -19.861 0.1234
H -14.855 -10.268 -17.875 0.0458
H -9.533 -8.095 -16.847 0.0885